ORCA calculation (ωB97M-V with the def2-TZVPD basis set) on C46H45AsN3OPRhSe2 as an isolated structure at a distorted geometry.

```
100
Properties=species:S:1:pos:R:3
Rh -0.212 -0.359 -0.457
C -0.299 1.840 -2.696
N -1.306 1.284 -1.798
C -2.420 0.670 -2.535
C -1.897 2.249 -0.910
C -2.199 3.539 -1.304
C -2.968 4.363 -0.498
C -3.511 3.857 0.674
C -3.191 2.588 1.103
C -2.283 1.793 0.376
N -1.762 0.610 0.778
C -1.618 0.246 2.075
C -1.748 1.100 3.188
C -1.657 0.605 4.470
C -1.391 -0.737 4.695
C -1.133 -1.570 3.616
C -1.221 -1.093 2.322
N -0.940 -1.928 1.185
C 0.296 -2.697 1.328
C -2.085 -2.796 0.926
H -0.682 2.653 -3.322
H 0.053 1.060 -3.369
H 0.541 2.206 -2.103
H -3.067 1.435 -2.981
H -3.018 0.060 -1.855
H -2.034 0.031 -3.329
H -1.876 3.908 -2.266
H -3.181 5.372 -0.814
H -4.188 4.462 1.256
H -3.669 2.179 1.979
H -1.864 2.160 3.030
H -1.788 1.269 5.309
H -1.362 -1.130 5.700
H -0.855 -2.597 3.796
H 0.208 -3.507 2.061
H 1.098 -2.023 1.640
H 0.550 -3.147 0.364
H -2.309 -3.413 1.804
H -1.879 -3.457 0.084
H -2.957 -2.186 0.694
Se 2.115 -0.599 -1.465
P 1.123 -1.930 -2.896
Se -0.878 -2.387 -2.200
C 0.991 -1.146 -4.544
C 1.841 -0.106 -4.893
C 1.617 0.594 -6.066
C 0.556 0.246 -6.889
C -0.261 -0.824 -6.561
C -0.047 -1.521 -5.387
C 2.088 -3.454 -3.158
C 3.420 -3.516 -2.773
C 4.145 -4.667 -3.020
C 3.542 -5.746 -3.644
C 2.203 -5.690 -4.001
C 1.471 -4.542 -3.759
H 2.657 0.160 -4.233
H 2.255 1.422 -6.332
H 0.358 0.815 -7.783
H -1.078 -1.104 -7.208
H -0.699 -2.340 -5.112
H 3.870 -2.661 -2.282
H 5.182 -4.720 -2.723
H 4.114 -6.637 -3.850
H 1.730 -6.540 -4.466
H 0.423 -4.487 -4.022
O 1.257 0.720 1.212
As 2.283 1.920 1.651
C 3.248 2.561 0.080
C 4.541 2.096 -0.126
C 5.222 2.429 -1.284
C 4.615 3.236 -2.233
C 3.322 3.691 -2.037
C 2.632 3.345 -0.886
C 1.270 3.302 2.574
C 0.696 2.921 3.782
C -0.138 3.794 4.459
C -0.415 5.042 3.922
C 0.158 5.422 2.720
C 1.009 4.558 2.049
C 3.612 1.233 2.891
C 4.120 -0.042 2.678
C 5.061 -0.567 3.548
C 5.482 0.177 4.639
C 4.983 1.454 4.847
C 4.058 1.990 3.967
H 5.016 1.481 0.631
H 6.226 2.063 -1.443
H 5.151 3.514 -3.129
H 2.850 4.322 -2.777
H 1.613 3.688 -0.734
H 0.898 1.925 4.171
H -0.588 3.497 5.394
H -1.079 5.716 4.442
H -0.062 6.392 2.300
H 1.478 4.871 1.125
H 3.770 -0.608 1.816
H 5.460 -1.556 3.380
H 6.200 -0.235 5.333
H 5.306 2.033 5.700
H 3.683 3.000 4.103
```

ΔE to the lowest compared entry with this formula, charge and spin	25.5	kcal per mole
E_LUMO (alpha / beta)	-3.65 / -4.33	eV
Kohn-Sham gap (alpha / beta)	5.418 / 4.597	eV
HOMO energy (alpha / beta)	-9.07 / -8.93	eV
charge	+1

Mulliken population analysis, charges in e, atoms 1 to 4: atom 1 (Rh): 0.192, atom 2 (C): -0.967, atom 3 (N): 2.345, atom 4 (C): -1.284


ORCA calculation (ωB97M-V with the def2-TZVPD basis set) on C46H45BClF7GaO4 as an isolated structure at a distorted geometry.

```
105
Properties=species:S:1:pos:R:3
C 4.746 -2.493 -3.285
C 4.435 -0.912 -3.711
O 4.859 -0.537 -4.920
O 3.774 -0.064 -2.707
C 2.819 0.881 -3.308
Ga 0.937 0.742 -2.367
Cl 1.193 -0.831 -0.687
C -0.415 0.179 -3.825
B -1.465 -1.008 -3.388
O -2.264 -1.645 -4.492
O -1.712 -1.515 -2.024
H 5.668 -2.437 -2.547
H 4.984 -3.167 -4.233
H 3.792 -2.902 -2.742
H 3.161 2.016 -3.173
H 2.626 0.730 -4.454
H 0.586 2.199 -1.740
H 0.216 -0.239 -4.744
H -0.991 1.137 -4.198
H -1.562 -1.984 -5.153
H -2.109 -2.444 -2.176
F -3.956 -4.450 -2.683
C -4.853 -4.142 -1.737
C -4.476 -4.177 -0.399
C -5.409 -3.852 0.586
C -6.713 -3.505 0.222
C -7.082 -3.478 -1.124
C -6.146 -3.792 -2.109
H -3.462 -4.457 -0.134
H -5.122 -3.869 1.635
H -7.441 -3.256 0.990
H -8.098 -3.212 -1.405
H -6.414 -3.767 -3.160
F 4.358 3.517 -2.868
C 5.223 3.838 -1.897
C 5.883 2.827 -1.207
C 6.788 3.161 -0.199
C 7.014 4.503 0.115
C 6.343 5.510 -0.580
C 5.447 5.176 -1.595
H 5.688 1.789 -1.459
H 7.314 2.378 0.341
H 7.716 4.763 0.905
H 6.518 6.554 -0.331
H 4.924 5.947 -2.152
F -1.895 -6.104 1.992
C -2.244 -7.271 1.435
C -2.554 -7.317 0.080
C -2.912 -8.534 -0.501
C -2.967 -9.689 0.282
C -2.659 -9.631 1.642
C -2.290 -8.417 2.221
H -2.514 -6.408 -0.511
H -3.149 -8.582 -1.561
H -3.251 -10.637 -0.170
H -2.707 -10.531 2.251
H -2.039 -8.356 3.274
F 6.141 -4.793 -2.522
C 5.526 -5.624 -1.670
C 6.055 -6.890 -1.447
C 5.418 -7.753 -0.556
C 4.251 -7.344 0.096
C 3.726 -6.072 -0.138
C 4.369 -5.205 -1.021
H 6.957 -7.194 -1.968
H 5.827 -8.743 -0.369
H 3.752 -8.019 0.787
H 2.816 -5.757 0.366
H 3.980 -4.210 -1.208
F -0.076 4.164 -1.488
C -0.732 4.190 -0.320
C -1.015 5.412 0.279
C -1.702 5.439 1.492
C -2.091 4.242 2.099
C -1.798 3.020 1.491
C -1.120 2.993 0.273
H -0.698 6.331 -0.202
H -1.935 6.390 1.966
H -2.623 4.263 3.047
H -2.098 2.089 1.967
H -0.893 2.053 -0.218
F -4.105 5.456 4.203
C -5.293 5.673 3.622
C -6.208 4.631 3.526
C -7.446 4.857 2.925
C -7.752 6.123 2.418
C -6.825 7.161 2.515
C -5.591 6.937 3.126
H -5.950 3.652 3.918
H -8.172 4.051 2.852
H -8.716 6.298 1.946
H -7.063 8.144 2.116
H -4.862 7.736 3.218
F 4.576 7.287 2.994
C 3.538 6.486 3.268
C 3.075 5.608 2.294
C 1.998 4.770 2.581
C 1.387 4.827 3.836
C 1.856 5.715 4.806
C 2.941 6.545 4.523
H 3.557 5.583 1.322
H 1.633 4.075 1.829
H 0.544 4.177 4.058
H 1.377 5.761 5.781
H 3.323 7.235 5.267
```

E_LUMO	2.14	eV
Kohn-Sham gap	6.930	eV
HOMO energy	-4.79	eV
charge	-1

Mulliken population analysis, charges in e, atoms 1 to 4: atom 1 (C): -0.478, atom 2 (C): 0.462, atom 3 (O): -0.639, atom 4 (O): -0.219


ORCA calculation (ωB97M-V with the def2-TZVPD basis set) on C46H45FN10O3RbSe as an isolated structure.

```
107
Properties=species:S:1:pos:R:3
Rb 3.270 0.053 0.457
N 0.681 -0.399 -3.739
C 1.331 -0.240 -2.567
N 2.416 -0.843 -2.227
C 2.988 -1.732 -3.116
N 4.099 -2.327 -2.879
N 4.619 -2.157 -1.603
C 5.753 -1.588 -1.555
C 6.517 -1.553 -0.287
C 7.907 -1.566 -0.359
C 8.641 -1.623 0.813
C 7.960 -1.655 2.018
C 6.573 -1.609 1.990
N 5.857 -1.554 0.874
C 2.299 -2.017 -4.389
C 2.764 -2.960 -5.309
C 2.074 -3.198 -6.479
C 0.899 -2.495 -6.750
C 0.420 -1.561 -5.855
C 1.124 -1.326 -4.675
H -0.190 0.083 -3.880
H 0.897 0.467 -1.870
H 6.240 -1.178 -2.441
H 8.397 -1.545 -1.324
H 9.722 -1.645 0.786
H 8.483 -1.700 2.963
H 6.011 -1.599 2.917
H 3.678 -3.489 -5.077
H 2.442 -3.926 -7.188
H 0.359 -2.679 -7.669
H -0.491 -1.012 -6.059
C 2.095 1.842 4.309
C 2.076 0.401 3.883
C 3.186 -0.422 4.070
C 3.182 -1.738 3.628
C 2.069 -2.255 2.978
C 0.957 -1.449 2.789
C 0.963 -0.140 3.247
H 2.781 1.998 5.141
H 1.101 2.165 4.623
H 2.413 2.471 3.473
H 4.064 -0.022 4.564
H 4.049 -2.366 3.789
H 2.073 -3.276 2.617
H 0.095 -1.829 2.255
H 0.097 0.489 3.074
F -4.603 0.658 1.493
C -3.679 1.638 1.336
C -2.402 1.308 0.980
C -1.463 2.318 0.766
C -0.075 1.936 0.444
O 0.238 0.753 0.340
C 0.856 3.034 0.336
C 0.413 4.298 0.462
N -0.901 4.649 0.679
C -1.244 6.037 0.820
C -2.197 6.648 -0.171
C -0.739 6.996 -0.213
C -1.838 3.663 0.899
C -3.144 3.971 1.309
C -4.068 2.967 1.536
N -5.374 3.333 1.974
C -6.224 4.082 1.069
C -6.981 5.137 1.901
N -6.893 4.711 3.341
C -7.255 3.264 3.490
C -6.146 2.432 2.810
C 2.336 2.682 0.177
O 2.684 2.244 -0.932
O 3.012 2.765 1.223
H -2.112 0.273 0.842
H 1.095 5.136 0.412
H -1.289 6.390 1.846
H -2.895 7.391 0.188
H -2.565 5.994 -0.950
H -0.428 7.973 0.126
H -0.159 6.583 -1.026
H -3.431 4.997 1.488
H -6.937 3.428 0.550
H -5.618 4.574 0.313
H -8.038 5.199 1.650
H -6.536 6.128 1.836
H -7.464 5.309 3.936
H -5.911 4.805 3.618
H -8.225 3.142 3.011
H -7.356 3.043 4.550
H -6.620 1.618 2.255
H -5.488 1.989 3.556
C -3.135 -4.572 -0.927
N -1.756 -4.771 -1.306
C -0.785 -3.831 -1.245
Se -0.868 -2.079 -0.705
N 0.357 -4.419 -1.682
C 0.127 -5.738 -2.033
C 0.951 -6.733 -2.529
C 0.365 -7.967 -2.772
C -0.990 -8.194 -2.529
C -1.815 -7.194 -2.033
C -1.228 -5.963 -1.790
H -3.219 -3.578 -0.496
H -3.428 -5.321 -0.191
H -3.782 -4.650 -1.802
H 1.224 -3.907 -1.731
H 2.000 -6.558 -2.719
H 0.973 -8.773 -3.160
H -1.407 -9.170 -2.733
H -2.865 -7.372 -1.848
```

ΔE to the lowest compared entry with this formula, charge and spin	10.0	kcal per mole
E_LUMO	-3.05	eV
Kohn-Sham gap	5.778	eV
HOMO energy	-8.83	eV
charge	+1

Mulliken population analysis, charges in e, atoms 1 to 4: atom 1 (Rb): 0.754, atom 2 (N): 0.283, atom 3 (C): -1.528, atom 4 (N): 0.511


ORCA calculation (ωB97M-V with the def2-TZVPD basis set) on C46H46BrCl2IIrN3OS6 as an isolated structure at a distorted geometry.

```
107
Properties=species:S:1:pos:R:3
Ir 1.499 0.406 -0.402
S 8.600 1.940 -1.418
C 7.071 1.498 -1.008
S 6.042 2.427 0.030
C 4.644 1.367 -0.012
C 4.765 0.252 -0.763
S 3.590 -0.991 -0.908
S 6.298 0.061 -1.594
S 3.253 1.783 0.901
C 2.562 3.938 -2.076
C 1.174 4.484 -1.712
C 0.064 3.818 -2.527
C 1.001 4.450 -0.203
C 1.393 5.619 0.444
C 1.305 5.777 1.814
C 0.793 4.743 2.571
C 0.389 3.555 1.981
C -0.155 2.458 2.883
C -1.491 2.865 3.516
C 0.854 2.113 3.985
C 0.506 3.384 0.582
N 0.158 2.107 0.080
C -1.103 1.759 -0.061
C -1.496 0.410 -0.281
N -0.623 -0.582 -0.310
C -1.070 -1.921 -0.234
C -1.018 -2.773 -1.359
C -1.428 -4.093 -1.239
C -1.906 -4.591 -0.041
C -1.963 -3.757 1.059
C -1.556 -2.431 0.997
C -1.640 -1.609 2.279
C -3.087 -1.318 2.697
C -0.928 -2.327 3.436
C -0.598 -2.270 -2.719
C -1.705 -2.464 -3.760
C 0.691 -2.960 -3.164
C -2.951 0.386 -0.482
C -3.883 -0.567 -0.812
C -5.242 -0.183 -0.909
C -5.670 1.105 -0.704
C -4.725 2.122 -0.409
C -4.976 3.506 -0.223
C -3.930 4.365 0.005
C -2.583 3.933 0.081
C -2.314 2.595 -0.061
C -3.398 1.720 -0.311
H 2.741 4.029 -3.146
H 2.628 2.886 -1.813
H 3.339 4.477 -1.529
H 1.169 5.545 -1.984
H 0.135 2.738 -2.469
H 0.173 4.099 -3.576
H -0.925 4.128 -2.180
H 1.778 6.433 -0.160
H 1.640 6.693 2.285
H 0.713 4.858 3.645
H -0.320 1.558 2.290
H -1.364 3.759 4.132
H -1.867 2.061 4.154
H -2.240 3.080 2.756
H 0.941 2.928 4.706
H 1.840 1.934 3.554
H 0.526 1.223 4.530
H -1.385 -4.742 -2.106
H -2.243 -5.616 0.035
H -2.328 -4.155 1.999
H -1.146 -0.651 2.116
H -3.644 -2.248 2.837
H -3.604 -0.723 1.952
H -3.100 -0.766 3.641
H -1.535 -3.152 3.814
H -0.757 -1.634 4.263
H 0.029 -2.738 3.115
H -0.405 -1.206 -2.635
H -1.836 -3.516 -4.022
H -1.444 -1.918 -4.670
H -2.660 -2.079 -3.396
H 0.609 -4.042 -3.057
H 1.530 -2.611 -2.561
H 0.909 -2.736 -4.210
H -3.607 -1.600 -0.986
H -5.972 -0.947 -1.148
H -6.722 1.354 -0.777
H -5.994 3.875 -0.273
H -4.136 5.421 0.131
H -1.799 4.660 0.243
Br 0.726 -7.311 1.311
C 1.668 -6.721 -0.224
C 1.704 -7.568 -1.322
C 2.436 -7.213 -2.443
C 3.133 -6.015 -2.463
C 3.083 -5.162 -1.373
C 2.342 -5.503 -0.248
I 2.297 -4.157 1.342
H 1.156 -8.500 -1.289
H 2.460 -7.880 -3.295
H 3.707 -5.732 -3.336
H 3.608 -4.215 -1.395
Cl 1.318 -0.779 1.877
C 2.320 -0.525 3.309
Cl 3.006 -2.051 3.903
H 1.689 -0.123 4.090
H 3.129 0.150 3.040
O 2.107 1.566 -4.554
S 1.935 0.387 -3.700
N 1.293 0.584 -2.367
```

ΔE to the lowest compared entry with this formula, charge and spin	63.8	kcal per mole
E_LUMO (alpha / beta)	1.48 / 1.40	eV
Kohn-Sham gap (alpha / beta)	5.719 / 5.896	eV
spin multiplicity	2
HOMO energy (alpha / beta)	-4.24 / -4.50	eV
charge	-1

Mulliken population analysis, charges in e, atoms 1 to 4: atom 1 (Ir): 2.594, atom 2 (S): -0.293, atom 3 (C): 0.120, atom 4 (S): -0.083